The following is a quantum chemistry calculation of a molecular structure, C19H37LaNO3SSi in a non-equilibrium geometry, from the Open Molecules 2025 dataset.

Geometry (Å):
C: 2.911 1.494 -3.747
C: 1.591 1.862 -4.221
C: 0.750 0.698 -4.090
C: 1.539 -0.388 -3.553
C: 2.870 0.103 -3.346
La: 1.827 1.703 -1.248
N: 4.465 1.379 -1.203
C: 1.217 3.815 -0.398
C: 0.702 4.191 -1.619
H: -0.235 0.633 -4.443
H: 1.332 2.842 -4.628
H: 1.222 -1.397 -3.430
H: 3.729 -0.461 -2.956
H: 3.777 2.197 -3.673
H: 1.284 4.482 -2.477
H: 1.113 2.725 0.330
H: 4.635 2.271 -0.823
H: -0.388 4.217 -1.779
H: 2.168 4.141 0.133
C: -2.287 -2.010 -2.238
C: -2.235 -0.699 -1.445
C: -2.356 0.494 -2.392
C: -3.347 -0.638 -0.406
O: -0.926 -0.676 -0.814
Si: -0.570 -0.047 0.724
S: -0.869 1.935 0.818
O: -1.255 -1.005 1.843
C: -2.175 -0.878 3.047
C: -2.965 0.412 2.970
C: -3.055 -2.118 3.055
C: -1.312 -0.887 4.296
O: 1.149 -0.278 0.500
C: 2.210 -0.984 1.349
C: 3.487 -0.146 1.191
C: 1.724 -1.039 2.771
C: 2.373 -2.402 0.790
H: -3.243 -2.081 -2.757
H: -2.185 -2.867 -1.570
H: -1.486 -2.036 -2.979
H: -3.318 0.424 -2.907
H: -2.295 1.435 -1.841
H: -1.568 0.470 -3.143
H: -3.212 -1.403 0.363
H: -3.405 0.357 0.045
H: -4.303 -0.828 -0.903
H: -3.651 0.416 2.114
H: -3.580 0.528 3.878
H: -2.323 1.309 2.898
H: -2.435 -3.022 3.067
H: -3.685 -2.125 3.954
H: -3.728 -2.174 2.197
H: -0.805 -1.856 4.405
H: -0.563 -0.085 4.304
H: -1.953 -0.752 5.181
H: 3.364 0.922 1.483
H: 4.318 -0.568 1.784
H: 3.874 -0.092 0.131
H: 0.930 -1.784 2.866
H: 2.536 -1.359 3.438
H: 1.366 -0.073 3.145
H: 1.445 -2.978 0.897
H: 2.639 -2.385 -0.273
H: 3.169 -2.934 1.334

Summary:
- E_HOMO (alpha / beta): -2.29 / -2.15 eV
- 2S+1: 1
- E_LUMO (alpha / beta): 0.0657 / 0.0662 Ha
- Total charge: -1
- Kohn-Sham gap (alpha / beta): 0.150 / 0.145 Eh
- Relative energy (zero: lowest compared OMol25 entry of this formula, charge and spin): 667.8 kJ/mol



The following is a quantum chemistry calculation of a molecular structure, C3H8N2O in a non-equilibrium geometry, from the Open Molecules 2025 dataset.

Geometry (Å):
C: -0.275 0.281 -1.651
C: -0.802 -0.747 1.659
N: 0.045 0.928 -0.463
C: 0.211 -1.002 -0.733
N: 1.295 1.586 -0.463
O: 0.266 -2.163 -0.759
H: -0.724 0.229 0.848
H: 2.054 0.935 -0.250
H: 1.270 2.383 0.163
H: -1.337 0.210 -1.865
H: 0.391 0.340 -2.508
H: -0.831 -0.144 2.572
H: -1.631 -1.449 1.689
H: 0.067 -1.388 1.762

Summary:
- E_HOMO (alpha / beta): -7.59 / -8.53 eV
- 2S+1: 1
- E_LUMO (alpha / beta): -0.0029 / 0.0045 Ha
- Kohn-Sham gap (alpha / beta): 0.276 / 0.318 Eh
- Relative energy (zero: lowest compared OMol25 entry of this formula, charge and spin): 743.3 kJ/mol



The following is a quantum chemistry calculation of C5H10O in the gas phase in a non-equilibrium geometry, from the Open Molecules 2025 dataset.

Geometry (Å):
O: -2.433 0.608 -0.036
C: -1.320 0.762 -0.506
C: -0.357 -1.400 -0.214
C: 0.904 -0.866 0.472
C: 1.173 0.591 0.070
C: -0.144 1.356 0.240
H: -1.283 -0.829 -0.030
H: -1.110 0.574 -1.583
H: -0.748 -2.305 0.226
H: -0.200 -1.541 -1.292
H: 1.762 -1.506 0.232
H: 0.768 -0.912 1.560
H: 1.964 1.041 0.690
H: 1.532 0.648 -0.966
H: -0.423 1.403 1.297
H: -0.085 2.375 -0.159

Summary:
- E_HOMO: -9.60 eV
- 2S+1: 1
- E_LUMO: 0.0386 Ha
- Kohn-Sham gap: 0.391 Eh
- Relative energy (zero: lowest compared OMol25 entry of this formula, charge and spin): 145.8 kJ/mol



The following is a quantum chemistry calculation of C19H21NO3 in the gas phase, from the Open Molecules 2025 dataset.

Geometry (Å):
C: 3.833 -0.418 -3.296
C: 3.100 -0.531 -1.994
C: 3.767 -0.536 -0.782
C: 3.064 -0.634 0.409
C: 1.685 -0.733 0.429
C: 1.011 -0.754 -0.803
C: 1.712 -0.641 -1.992
H: 1.195 -0.644 -2.940
O: -0.350 -0.894 -0.731
C: -1.129 -0.719 -1.887
C: -2.594 -0.876 -1.451
N: -2.834 -0.180 -0.217
C: -2.956 -0.847 0.987
O: -3.098 -2.026 1.137
O: -2.934 0.069 1.992
C: -2.761 1.302 1.431
C: -2.662 2.526 2.054
C: -2.489 3.634 1.233
C: -2.424 3.509 -0.147
C: -2.523 2.275 -0.772
C: -2.686 1.168 0.038
H: -2.479 2.188 -1.846
H: -2.293 4.393 -0.752
H: -2.406 4.612 1.681
H: -2.718 2.612 3.126
H: -3.262 -0.506 -2.234
H: -2.810 -1.927 -1.244
H: -0.898 -1.475 -2.650
H: -0.954 0.279 -2.312
C: 0.877 -0.840 1.700
C: 1.577 -0.247 2.920
H: 0.879 -0.204 3.753
H: 2.422 -0.861 3.224
H: 1.930 0.761 2.712
C: 0.508 -2.305 1.954
H: -0.068 -2.699 1.122
H: 1.408 -2.905 2.075
H: -0.095 -2.389 2.855
H: -0.053 -0.283 1.538
H: 3.612 -0.626 1.337
H: 4.845 -0.458 -0.761
H: 3.483 0.447 -3.858
H: 3.662 -1.303 -3.907
H: 4.902 -0.314 -3.130

Summary:
- E_HOMO: -8.37 eV
- 2S+1: 1
- E_LUMO: 0.0224 Ha
- Kohn-Sham gap: 0.330 Eh
- Relative energy (zero: lowest compared OMol25 entry of this formula, charge and spin): 34.9 kJ/mol



The following is a quantum chemistry calculation of 2 unconnected molecules or ions with the total composition C5H11N in a non-equilibrium geometry, from the Open Molecules 2025 dataset.

Geometry (Å):
C: 1.674 -2.158 0.735
N: 2.422 -1.390 1.459
H: 0.791 -1.815 0.279
H: 1.895 -3.179 0.632
H: 3.149 -1.875 1.939
C: -2.545 1.010 0.514
C: -1.575 1.412 -0.629
C: -0.168 0.856 -0.558
C: 0.491 0.366 -1.632
H: -2.062 1.300 1.447
H: -3.506 1.539 0.455
H: -2.746 -0.077 0.504
H: -1.508 2.502 -0.622
H: -2.016 1.263 -1.659
H: 0.289 0.883 0.438
H: 1.382 -0.296 -1.569
H: 0.119 0.570 -2.633

Summary:
- E_HOMO: -9.27 eV
- 2S+1: 1
- E_LUMO: 0.0425 Ha
- Kohn-Sham gap: 0.383 Eh
- Relative energy (zero: lowest compared OMol25 entry of this formula, charge and spin): 198.8 kJ/mol



The following is a quantum chemistry calculation of a molecular structure, C3H5NS3 in a non-equilibrium geometry, from the Open Molecules 2025 dataset.

Geometry (Å):
C: 1.067 0.983 -1.298
C: 1.126 -0.318 -1.257
C: -1.231 0.558 -0.429
N: -0.421 -1.018 1.881
S: -0.406 1.896 -1.012
S: -0.430 -1.036 -0.846
S: -1.285 0.446 1.882
H: 2.022 1.490 -1.645
H: 2.016 -0.767 -1.442
H: -2.281 0.294 -0.499
H: -0.815 -1.522 2.708
H: 0.639 -1.007 1.955

Summary:
- E_HOMO: -7.61 eV
- 2S+1: 1
- E_LUMO: 0.0197 Ha
- Kohn-Sham gap: 0.299 Eh
- Relative energy (zero: lowest compared OMol25 entry of this formula, charge and spin): 220.3 kJ/mol